225
Properties=species:S:1:pos:R:3 method="wB97M-V/def2-TZVPD" total_charge=0 homo_lumo_gap_ev=8.97 largest_force_ev_per_a=7.3 homo_energy_ev=-8.63 total_energy_ha=-3949.3678
C 10.7121 16.8174 20.8166
C 10.1365 16.3560 19.4695
C 10.8662 17.0528 18.3443
C 10.5180 16.4667 16.9864
C 10.7559 14.9719 16.8576
C 10.0755 14.1898 17.9732
N 10.5138 14.9199 19.2782
O 9.8902 14.1900 20.3646
C 8.5236 14.0167 17.5672
C 10.7967 12.8371 17.9749
C 8.6445 16.8497 19.3991
H 10.7051 17.9153 20.8468
H 11.7321 16.4780 20.9163
H 10.0896 16.5348 21.6289
H 10.6677 18.1173 18.4103
H 11.9437 16.9697 18.5490
H 11.0732 17.0790 16.2398
H 9.4733 16.7088 16.7675
H 11.8132 14.6844 16.8786
H 10.3077 14.6034 15.9526
H 7.8787 14.0368 18.4256
H 8.2040 14.7904 16.9014
H 8.4211 13.0556 17.0278
H 11.8906 12.9337 18.0162
H 10.5322 12.1977 18.8374
H 10.5325 12.2814 17.0749
H 8.3818 16.6833 18.3559
H 8.7247 17.9044 19.4996
H 8.0330 16.3670 20.1547
H 10.5885 13.7899 20.8589
C 17.4638 20.1380 16.6000
C 16.0489 20.6810 16.6618
C 16.1008 22.1127 16.0852
C 14.7072 22.6233 15.7655
C 13.9646 21.5704 14.9032
C 13.8380 20.1995 15.5101
N 15.1557 19.7591 15.8893
O 15.1078 18.5422 16.5718
C 12.7770 20.1687 16.6632
C 13.3361 19.2296 14.4428
C 15.6568 20.7255 18.1710
H 18.0423 20.8906 17.1936
H 17.7923 20.2723 15.5548
H 17.5820 19.1089 16.9854
H 16.6529 22.7337 16.8257
H 16.6668 21.9976 15.1949
H 14.7232 23.5885 15.2429
H 14.1023 22.9104 16.5915
H 14.5125 21.4651 13.9556
H 12.9846 21.9029 14.5131
H 12.9373 20.9130 17.4806
H 11.8248 20.4345 16.2049
H 12.8164 19.1616 17.0994
H 12.3478 19.5166 14.1647
H 14.0830 19.3528 13.6175
H 13.4267 18.1948 14.8021
H 14.7487 21.2841 18.1869
H 16.3870 21.3137 18.7521
H 15.5976 19.7147 18.5877
H 15.5202 17.8826 15.9861
C 11.7667 9.6903 16.4286
C 12.0500 10.0472 14.9642
C 12.4268 11.5299 14.9010
C 13.8425 11.7934 15.4005
C 14.8690 10.8553 14.6442
C 14.4877 9.4110 14.7314
N 13.0852 9.2635 14.2265
O 12.8201 7.8219 14.4850
C 15.3358 8.7452 13.6875
C 14.8631 8.9299 16.1643
C 10.7578 9.9448 14.1547
H 11.5945 8.6522 16.5978
H 10.8168 10.1688 16.6145
H 12.5708 10.0422 17.0604
H 12.4117 11.8339 13.8162
H 11.6682 12.0662 15.4321
H 13.8935 11.5819 16.4621
H 14.0274 12.8623 15.1981
H 15.8307 11.0341 15.1937
H 14.9386 11.1962 13.6214
H 15.2616 7.6608 13.7325
H 15.0072 9.0156 12.6819
H 16.3939 9.0420 13.7427
H 14.4862 9.5753 16.9461
H 14.5164 7.9026 16.4144
H 15.9525 8.8597 16.0834
H 9.9040 10.4087 14.6853
H 10.4430 8.9496 13.8739
H 10.8711 10.5354 13.2155
H 12.6623 7.5320 13.5904
C 15.8204 14.4159 12.1242
C 14.6032 15.1782 11.6403
C 14.1511 16.2978 12.5696
C 13.6841 15.7637 13.8209
N 13.2084 15.4134 14.8811
H 16.7018 15.0220 12.1712
H 16.0925 13.7247 11.3307
H 15.5764 13.8792 13.0424
H 13.8704 14.4012 11.5082
H 14.8114 15.5446 10.6318
H 13.3909 16.9398 12.0973
H 15.0331 16.8990 12.7596
C 12.6971 13.8978 26.8559
C 13.4123 14.6045 28.0325
C 12.5055 14.8436 29.2482
C 12.0630 13.6447 29.8854
N 11.6458 12.6973 30.3800
H 13.3362 13.6307 26.0329
H 11.9112 14.5147 26.4043
H 12.2597 13.0014 27.3270
H 13.8529 15.5540 27.7644
H 14.2856 13.9800 28.2923
H 11.6141 15.3395 28.9293
H 13.0536 15.3829 30.0142
C 10.2508 17.5234 24.2392
C 11.5726 18.2587 24.3448
C 12.7323 17.5035 25.0411
C 13.0833 16.3037 24.3040
N 13.2818 15.3222 23.7069
H 9.5472 18.0530 23.6546
H 9.8384 17.3152 25.2064
H 10.4052 16.5636 23.7953
H 11.5414 19.1703 24.9331
H 11.8488 18.4914 23.3112
H 12.4486 17.1776 26.0611
H 13.6301 18.1002 25.2058
C 17.0145 15.3754 26.5378
C 16.5596 15.7755 25.1664
C 17.7070 16.0514 24.2321
C 18.5134 17.1863 24.6955
N 19.1261 18.0996 25.0232
H 17.6785 14.5346 26.5420
H 16.2168 15.0760 27.1944
H 17.4916 16.2607 27.0019
H 15.8852 16.6351 25.2042
H 16.0092 14.9544 24.7261
H 17.3563 16.2616 23.2175
H 18.3738 15.2024 24.1472
C 20.1996 17.0200 14.5763
C 19.6566 16.1797 15.7081
C 18.4673 15.3199 15.2416
C 17.3363 16.1668 14.9207
N 16.3706 16.7628 14.7271
H 20.5950 16.3814 13.7436
H 20.9865 17.7225 14.8947
H 19.4574 17.6456 14.1298
H 19.4271 16.7947 16.5709
H 20.4303 15.4834 16.0080
H 18.0968 14.6760 16.0513
H 18.7068 14.8029 14.3400
C 20.0658 14.3046 18.7198
C 19.5686 14.3113 20.1804
C 20.7034 14.1176 21.1478
C 21.4013 12.8559 20.9388
N 22.0512 11.9293 20.7745
H 20.9881 14.8972 18.5718
H 19.2671 14.7269 18.1005
H 20.2644 13.2670 18.3763
H 18.8295 13.5638 20.3658
H 19.0077 15.2542 20.4298
H 20.2739 14.0737 22.1757
H 21.4524 14.9104 21.2663
C 16.5151 11.6551 25.8638
C 15.6468 11.3325 24.6823
C 15.2452 12.6056 23.8180
C 16.3936 13.1008 23.0311
N 17.3537 13.3568 22.4261
H 17.3993 12.1764 25.5172
H 16.8210 10.8414 26.5364
H 15.9633 12.3277 26.5083
H 14.7242 10.8877 24.9918
H 16.0875 10.5823 24.0320
H 14.8580 13.4479 24.3771
H 14.5277 12.2780 23.1013
C 14.4981 15.1353 20.5162
C 13.8798 14.9683 19.2037
C 14.3463 16.0480 18.2153
C 15.7935 16.0622 18.1267
N 16.9231 16.0439 18.0948
H 14.2438 14.3515 21.2612
H 14.3403 16.0796 20.9689
H 15.6069 15.1260 20.4355
H 12.7809 14.9908 19.2032
H 14.2014 14.0304 18.7987
H 14.0543 17.0006 18.6521
H 13.9929 15.9756 17.1999
C 18.2805 18.0025 21.3103
C 18.6760 18.7963 20.1202
C 19.5082 17.9753 19.2087
C 20.7770 17.5820 19.8637
N 21.7091 17.3670 20.5114
H 17.7292 17.1301 20.9386
H 17.5841 18.5840 21.9096
H 19.1040 17.6898 21.9313
H 19.1268 19.7580 20.3155
H 17.8156 19.0497 19.4627
H 19.7856 18.5270 18.3062
H 19.0229 17.0502 18.9190
C 13.1129 19.6881 20.5351
C 14.0264 20.8489 20.9326
C 15.4055 20.2428 21.3182
C 15.3892 19.4783 22.5663
N 15.2657 18.8166 23.4972
H 13.3431 19.3568 19.5069
H 12.0798 20.0030 20.5488
H 13.2332 18.8632 21.2566
H 13.5833 21.3738 21.8017
H 14.1744 21.5110 20.1006
H 16.1697 21.0417 21.3956
H 15.6927 19.6392 20.4600
C 16.6833 12.4221 17.6361
C 16.0816 12.1783 19.0059
O 14.7594 11.6250 18.8396
C 14.1421 11.3101 19.9791
O 14.6207 11.4300 21.0780
O 12.8892 10.9539 19.7272
C 12.0501 10.4984 20.7325
H 17.6003 13.0221 17.7484
H 15.9582 12.9670 17.0150
H 16.9589 11.4919 17.1510
H 15.9476 13.0859 19.5701
H 16.7587 11.4508 19.4456
H 11.1583 10.0023 20.3387
H 11.6967 11.2863 21.4084
H 12.5117 9.7182 21.3270